No. 1
Here is 13 unconnected molecules or ions with the total composition C39H104O39S13 from the OMol25 dataset. Energies are from ωB97M-V with the def2-TZVPD basis set.

Results
- E_tot: -9658.94837 hartree
- Spin multiplicity: 1
- Charge: 0
- Kohn-Sham gap: 10.66 eV

Element x y z (Å)
O1 8.81 -6.78 21.34
S1 7.59 -7.37 21.80
O2 7.57 -8.42 22.81
O3 6.67 -6.14 22.36
C1 5.38 -6.52 22.86
C2 4.74 -5.37 23.61
C3 6.58 -7.81 20.32
H1 5.53 -7.32 23.59
H2 4.68 -6.86 22.09
H3 3.86 -5.84 24.05
H4 4.36 -4.58 22.96
H5 5.33 -4.92 24.40
H6 6.15 -8.78 20.56
H7 7.33 -7.93 19.54
H8 5.92 -6.99 20.08
O4 7.48 -11.06 19.83
S2 6.81 -12.28 20.23
O5 7.59 -13.46 20.53
O6 5.85 -11.94 21.51
C4 6.49 -11.51 22.72
C5 5.47 -10.86 23.65
C6 5.57 -12.54 18.96
H9 7.33 -10.86 22.45
H10 6.90 -12.36 23.27
H11 4.84 -11.67 24.03
H12 4.80 -10.19 23.11
H13 5.98 -10.41 24.49
H14 4.76 -13.23 19.19
H15 6.07 -12.94 18.07
H16 5.27 -11.55 18.62
O7 10.52 -13.06 32.22
S3 9.39 -13.98 32.09
O8 8.12 -13.50 32.54
O9 9.25 -14.31 30.47
C7 10.49 -14.52 29.77
C8 10.18 -14.46 28.29
C9 9.69 -15.63 32.76
H17 10.98 -15.42 30.15
H18 11.17 -13.68 29.93
H19 11.12 -14.63 27.75
H20 9.81 -13.46 28.06
H21 9.48 -15.23 27.98
H22 9.16 -15.64 33.71
H23 10.76 -15.69 32.93
H24 9.27 -16.38 32.09
O10 8.08 -19.89 25.12
S4 8.60 -19.68 23.80
O11 9.05 -18.35 23.48
O12 9.72 -20.80 23.47
C10 10.41 -20.76 22.20
C11 10.42 -22.13 21.59
C12 7.30 -20.13 22.63
H25 11.37 -20.28 22.39
H26 9.96 -20.05 21.50
H27 10.95 -22.13 20.64
H28 9.41 -22.47 21.37
H29 10.99 -22.78 22.26
H30 6.42 -19.69 23.11
H31 7.31 -21.21 22.55
H32 7.52 -19.62 21.70
O13 14.20 -19.14 18.20
S5 13.52 -20.30 18.74
O14 14.34 -21.34 19.31
O15 12.38 -19.84 19.79
C13 11.62 -18.65 19.49
C14 12.13 -17.59 20.42
C15 12.49 -20.99 17.40
H33 10.58 -18.93 19.69
H34 11.66 -18.37 18.43
H35 13.09 -17.18 20.10
H36 12.33 -17.92 21.44
H37 11.46 -16.74 20.56
H38 13.09 -21.75 16.90
H39 12.34 -20.14 16.75
H40 11.63 -21.50 17.84
O16 8.41 -7.51 28.46
S6 9.10 -7.55 27.20
O17 10.31 -6.83 26.94
O18 9.37 -9.12 26.82
C16 8.34 -10.08 27.02
C17 8.64 -11.20 26.06
C18 7.96 -7.17 25.85
H41 7.33 -9.69 26.86
H42 8.36 -10.40 28.07
H43 9.66 -11.57 26.00
H44 8.27 -11.03 25.04
H45 8.10 -12.12 26.32
H46 8.44 -6.95 24.89
H47 7.38 -6.28 26.07
H48 7.25 -7.99 25.72
O19 13.89 -12.39 23.85
S7 13.88 -12.06 25.26
O20 15.00 -11.34 25.80
O21 12.47 -11.28 25.46
C19 12.31 -10.52 26.68
C20 12.65 -9.05 26.46
C21 13.55 -13.53 26.26
H49 12.96 -10.92 27.47
H50 11.29 -10.62 27.03
H51 13.71 -8.79 26.42
H52 12.40 -8.48 27.36
H53 12.16 -8.58 25.62
H54 13.14 -13.30 27.24
H55 14.45 -14.14 26.27
H56 12.77 -14.10 25.75
O22 14.59 -14.27 20.12
S8 14.58 -14.68 21.49
O23 13.41 -14.63 22.33
O24 15.22 -16.18 21.52
C22 16.49 -16.40 20.86
C23 16.58 -17.91 20.66
C24 15.84 -13.77 22.36
H57 17.31 -15.98 21.45
H58 16.49 -15.86 19.91
H59 15.59 -18.31 20.45
H60 16.87 -18.40 21.60
H61 17.32 -18.22 19.94
H62 15.42 -12.81 22.66
H63 16.65 -13.62 21.65
H64 16.21 -14.37 23.19
O25 12.76 -4.00 22.28
S9 13.57 -4.83 23.12
O26 14.15 -4.32 24.33
O27 12.77 -6.20 23.54
C25 11.93 -6.75 22.52
C26 11.16 -7.96 23.02
C27 14.88 -5.58 22.11
H65 12.54 -7.11 21.69
H66 11.27 -6.01 22.06
H67 11.77 -8.76 23.44
H68 10.65 -8.42 22.17
H69 10.33 -7.72 23.68
H70 14.36 -6.04 21.28
H71 15.37 -6.29 22.78
H72 15.63 -4.84 21.85
O28 8.03 -13.16 16.43
S10 9.25 -13.73 15.93
O29 9.68 -13.44 14.58
O30 10.48 -13.34 16.90
C28 10.26 -13.25 18.32
C29 11.34 -14.10 18.95
C30 9.17 -15.52 16.19
H73 9.25 -13.59 18.57
H74 10.21 -12.18 18.55
H75 12.31 -13.64 18.81
H76 11.25 -15.09 18.50
H77 11.23 -14.33 20.01
H78 9.19 -15.72 17.26
H79 9.91 -16.03 15.57
H80 8.17 -15.87 15.91
O31 7.32 -18.43 19.67
S11 7.38 -16.98 19.76
O32 8.63 -16.28 19.72
O33 6.39 -16.36 18.61
C31 5.13 -17.03 18.47
C32 4.24 -16.11 17.64
C33 6.49 -16.43 21.24
H81 4.64 -17.27 19.41
H82 5.23 -17.94 17.88
H83 3.38 -16.58 17.17
H84 4.88 -15.55 16.96
H85 3.82 -15.34 18.30
H86 6.23 -15.39 21.07
H87 7.15 -16.57 22.10
H88 5.67 -17.13 21.38
O34 13.78 -19.34 28.28
S12 12.67 -18.63 27.72
O35 11.90 -17.70 28.51
O36 13.23 -17.84 26.41
C34 12.34 -16.86 25.84
C35 12.42 -17.04 24.31
C36 11.61 -19.83 26.87
H89 12.77 -15.90 26.12
H90 11.31 -17.02 26.13
H91 13.47 -17.03 24.01
H92 11.76 -16.31 23.87
H93 12.06 -18.04 24.04
H94 12.28 -20.54 26.40
H95 11.06 -19.38 26.05
H96 10.91 -20.23 27.61
O37 10.74 -14.28 24.88
S13 9.61 -14.17 23.98
O38 8.28 -14.59 24.36
O39 9.48 -12.67 23.41
C37 10.77 -12.02 23.18
C38 10.49 -10.78 22.37
C39 9.99 -15.04 22.41
H97 11.47 -12.64 22.62
H98 11.20 -11.78 24.15
H99 9.88 -10.08 22.95
H100 9.88 -10.94 21.47
H101 11.42 -10.27 22.12
H102 10.00 -16.10 22.64
H103 11.03 -14.85 22.15
H104 9.32 -14.69 21.63


No. 2
Here is 11 unconnected molecules or ions with the total composition C39H106N6O17 from the OMol25 dataset. Energies are from ωB97M-V with the def2-TZVPD basis set.

Results
- E_tot: -3156.70653 hartree
- Spin multiplicity: 1
- Charge: 0
- Kohn-Sham gap: 9.11 eV
- SMILES string: COCCNCCOC.COCCNCCOC.COCCNCCOC.COCCNCCOC.COCCNCCOC.COCCNCCOC.CO.CO.CO.O.O

Element x y z (Å)
C1 -6.97 -26.54 -2.27
O1 -8.13 -25.74 -2.66
C2 -7.86 -24.47 -3.06
C3 -9.14 -23.63 -3.33
N1 -10.02 -23.66 -2.18
C4 -11.40 -23.46 -2.50
C5 -12.23 -23.92 -1.24
O2 -11.90 -25.29 -0.98
C6 -12.87 -26.02 -0.33
H1 -7.26 -27.55 -1.97
H2 -6.60 -26.08 -1.36
H3 -6.22 -26.51 -3.06
H4 -7.34 -24.56 -4.02
H5 -7.18 -23.96 -2.38
H6 -9.72 -24.01 -4.17
H7 -8.87 -22.62 -3.65
H8 -10.02 -24.59 -1.77
H9 -11.79 -24.04 -3.34
H10 -11.48 -22.40 -2.72
H11 -13.27 -23.84 -1.57
H12 -12.07 -23.35 -0.33
H13 -12.57 -27.02 -0.02
H14 -13.75 -26.10 -0.97
H15 -13.22 -25.51 0.56
C7 -7.60 -16.26 -4.35
O3 -6.53 -17.09 -4.76
C8 -5.27 -16.57 -4.39
C9 -4.16 -17.16 -5.18
N2 -4.25 -18.59 -5.17
C10 -3.04 -19.26 -5.71
C11 -3.34 -20.60 -6.43
O4 -4.54 -20.54 -7.25
C12 -4.78 -21.79 -7.94
H16 -7.58 -16.05 -3.28
H17 -8.50 -16.82 -4.59
H18 -7.50 -15.32 -4.89
H19 -4.99 -16.72 -3.35
H20 -5.26 -15.52 -4.68
H21 -3.21 -16.85 -4.75
H22 -4.21 -16.91 -6.24
H23 -4.97 -18.84 -5.83
H24 -2.38 -19.35 -4.84
H25 -2.59 -18.64 -6.48
H26 -3.39 -21.41 -5.70
H27 -2.41 -20.71 -6.99
H28 -4.49 -22.67 -7.37
H29 -4.20 -21.71 -8.86
H30 -5.82 -21.79 -8.24
C13 -9.99 -21.30 -10.92
O5 -8.70 -20.74 -11.05
C14 -7.62 -21.59 -10.61
C15 -6.33 -21.44 -11.46
N3 -6.72 -21.72 -12.88
C16 -7.13 -23.12 -13.09
C17 -7.39 -23.42 -14.56
O6 -8.61 -22.84 -14.97
C18 -8.95 -23.26 -16.32
H31 -10.73 -20.50 -11.01
H32 -10.11 -21.75 -9.93
H33 -10.16 -22.02 -11.73
H34 -7.85 -22.64 -10.42
H35 -7.41 -21.22 -9.60
H36 -5.59 -22.15 -11.10
H37 -6.00 -20.40 -11.49
H38 -7.59 -21.23 -13.02
H39 -8.00 -23.49 -12.55
H40 -6.25 -23.70 -12.85
H41 -7.43 -24.49 -14.75
H42 -6.55 -23.03 -15.14
H43 -9.86 -22.74 -16.61
H44 -9.26 -24.31 -16.34
H45 -8.16 -23.21 -17.07
C19 -9.37 -33.65 -5.52
O7 -10.22 -33.09 -6.55
C20 -9.89 -33.48 -7.91
C21 -8.65 -32.71 -8.47
N4 -9.01 -31.31 -8.58
C22 -9.64 -30.99 -9.81
C23 -9.95 -29.51 -9.81
O8 -11.04 -29.03 -8.95
C24 -11.32 -27.58 -9.06
H46 -9.61 -34.68 -5.27
H47 -9.57 -33.11 -4.59
H48 -8.29 -33.52 -5.61
H49 -10.75 -33.48 -8.58
H50 -9.74 -34.56 -7.87
H51 -8.22 -33.13 -9.38
H52 -7.86 -32.80 -7.71
H53 -8.25 -30.70 -8.33
H54 -10.59 -31.52 -9.84
H55 -9.09 -31.34 -10.69
H56 -10.04 -29.23 -10.86
H57 -9.06 -28.96 -9.47
H58 -12.04 -27.37 -9.84
H59 -10.36 -27.08 -9.21
H60 -11.66 -27.28 -8.06
C25 -8.47 -25.99 -11.42
O9 -7.06 -25.85 -11.29
C26 -6.38 -26.50 -12.41
C27 -4.94 -26.74 -11.97
N5 -4.12 -27.28 -13.02
C28 -2.82 -27.59 -12.50
C29 -2.07 -28.32 -13.59
O10 -2.47 -29.71 -13.61
C30 -2.02 -30.54 -14.65
H61 -8.77 -25.53 -12.36
H62 -8.98 -25.44 -10.62
H63 -8.76 -27.04 -11.40
H64 -6.36 -25.87 -13.30
H65 -6.84 -27.46 -12.62
H66 -5.06 -27.31 -11.05
H67 -4.52 -25.78 -11.65
H68 -4.48 -28.18 -13.31
H69 -2.80 -28.15 -11.57
H70 -2.31 -26.64 -12.35
H71 -0.99 -28.24 -13.46
H72 -2.28 -27.92 -14.58
H73 -2.36 -31.49 -14.24
H74 -0.93 -30.56 -14.62
H75 -2.28 -30.32 -15.69
C31 -12.21 -24.04 -8.98
O11 -12.42 -22.71 -8.56
C32 -11.66 -22.24 -7.47
C33 -12.22 -20.84 -7.21
N6 -11.73 -19.86 -8.17
C34 -12.65 -18.66 -8.20
C35 -12.31 -17.70 -9.36
O12 -12.63 -18.39 -10.53
C36 -12.19 -17.80 -11.79
H76 -12.58 -24.73 -8.23
H77 -11.16 -24.20 -9.24
H78 -12.74 -24.15 -9.93
H79 -10.61 -22.22 -7.74
H80 -11.80 -22.94 -6.64
H81 -11.87 -20.48 -6.25
H82 -13.30 -20.93 -7.17
H83 -11.85 -20.34 -9.05
H84 -12.67 -18.05 -7.30
H85 -13.66 -18.93 -8.51
H86 -11.29 -17.36 -9.21
H87 -13.00 -16.85 -9.37
H88 -12.50 -18.50 -12.56
H89 -11.16 -17.43 -11.80
H90 -12.79 -16.92 -12.01
C37 -6.42 -27.80 -8.49
O13 -6.63 -29.04 -7.86
H91 -6.41 -27.01 -7.74
H92 -5.43 -27.86 -8.96
H93 -7.08 -27.57 -9.32
H94 -7.50 -28.92 -7.49
C38 -7.25 -21.14 -5.65
O14 -8.44 -21.77 -6.14
H95 -7.37 -20.68 -4.67
H96 -6.46 -21.89 -5.57
H97 -6.87 -20.47 -6.42
H98 -8.91 -21.08 -6.62
C39 -8.43 -25.02 -7.16
O15 -8.01 -23.83 -7.80
H99 -9.40 -24.76 -6.73
H100 -8.62 -25.85 -7.85
H101 -7.68 -25.24 -6.40
H102 -7.94 -23.12 -7.16
O16 -5.90 -24.72 -9.12
H103 -6.28 -25.17 -9.89
H104 -6.65 -24.59 -8.53
O17 -8.92 -28.40 -6.39
H105 -9.55 -29.11 -6.52
H106 -9.39 -27.76 -5.85